# 1
The following is a quantum chemistry calculation of a molecular structure, C5H11N2O, from OMol25.

The geometry in ORCA input format:
```
! wB97M-V def2-TZVPD RIJCOSX def2/J DEFGRID3
* xyz 1 1
C -1.211 -1.985 0.344
C -2.518 0.498 -0.358
C -1.575 -0.491 0.219
C 2.490 1.066 -0.171
C 1.058 0.895 -0.695
N -0.029 -2.246 0.559
N 0.165 0.382 0.325
O -2.422 0.136 1.039
H -1.964 -2.679 0.443
H -2.182 1.418 -0.635
H -3.440 -0.032 -0.809
H 3.227 1.027 -0.899
H 2.398 2.120 0.242
H 2.714 0.376 0.644
H 1.247 0.131 -1.573
H 0.870 1.915 -1.040
H 0.424 -3.121 0.508
H 0.061 0.959 1.132
H 0.687 -0.368 0.725
*
```

Results
- Gap between HOMO and LUMO: 11.0 eV
- Energy above the lowest of the compared OMol25 structures with the same formula, charge and spin: 513.3 kJ/mol
- E: -381.4685 hartree
- HOMO energy: -0.5409 hartree

=====

# 2
The following is a quantum chemistry calculation of a molecular structure, C45H45F4N3O3PTi, from OMol25.

The geometry in ORCA input format:
```
! wB97M-V def2-TZVPD RIJCOSX def2/J DEFGRID3
* xyz 1 1
Ti -2.028 0.184 -0.803
C -4.999 1.242 -0.340
N -4.311 0.292 -1.229
C -5.087 -0.956 -1.232
C -4.304 0.828 -2.606
C -3.087 1.765 -2.866
N -2.374 1.933 -1.624
C -2.238 3.143 -1.063
C -2.206 3.194 0.347
F -2.303 1.950 0.950
C -2.206 4.357 1.080
F -2.282 4.308 2.417
C -2.180 5.582 0.435
C -2.151 5.581 -0.952
F -2.128 6.756 -1.590
C -2.161 4.412 -1.691
F -2.072 4.491 -3.040
H -6.077 1.273 -0.561
H -4.862 0.952 0.704
H -4.609 2.251 -0.473
H -6.040 -0.824 -1.761
H -4.529 -1.752 -1.721
H -5.314 -1.266 -0.213
H -4.260 -0.011 -3.306
H -5.237 1.378 -2.798
H -2.434 1.305 -3.622
H -3.444 2.720 -3.269
H -2.191 6.508 0.980
C 3.581 -0.307 4.936
C 2.707 -1.333 4.616
C 1.897 -1.236 3.500
C 1.932 -0.094 2.704
C 2.876 0.893 2.986
C 3.690 0.789 4.097
P 0.775 0.124 1.299
C 0.891 1.954 1.167
C 1.356 2.685 0.083
C 1.365 4.070 0.150
C 0.976 4.719 1.309
C 0.563 3.987 2.409
C 0.495 2.611 2.330
C -0.870 -0.343 1.958
C -1.008 -0.383 3.345
C -2.189 -0.806 3.925
C -3.220 -1.234 3.109
C -3.087 -1.160 1.730
C -1.937 -0.679 1.096
H 4.178 -0.365 5.832
H 2.650 -2.204 5.249
H 1.222 -2.040 3.249
H 2.993 1.750 2.337
H 4.407 1.568 4.309
H 1.726 2.192 -0.803
H 1.692 4.643 -0.704
H 1.002 5.797 1.359
H 0.283 4.483 3.324
H 0.154 2.040 3.180
H -0.193 -0.081 3.991
H -2.286 -0.821 5.000
H -4.135 -1.607 3.545
H -3.909 -1.531 1.128
C -1.082 -1.618 -3.981
C -1.993 -2.073 -2.834
C -1.521 -3.416 -2.267
O -2.037 -1.126 -1.829
H -1.210 -2.272 -4.838
H -0.042 -1.649 -3.666
H -1.328 -0.597 -4.274
H -3.019 -2.191 -3.236
H -0.487 -3.327 -1.934
H -1.575 -4.186 -3.030
H -2.143 -3.697 -1.418
C 3.292 -5.696 -1.064
O 2.934 -4.500 -0.410
C 3.931 -3.735 0.148
C 5.257 -4.110 0.251
C 6.177 -3.233 0.808
C 5.780 -1.975 1.213
C 4.450 -1.595 1.122
C 3.505 -2.480 0.628
N 2.108 -2.296 0.698
C 1.292 -1.316 0.083
C 1.633 -0.689 -1.231
C 2.677 -0.971 -2.093
C 2.752 -0.302 -3.307
C 1.779 0.618 -3.669
C 0.724 0.903 -2.818
C 0.653 0.255 -1.590
O -0.272 0.528 -0.665
H 2.370 -6.071 -1.506
H 3.687 -6.436 -0.363
H 4.025 -5.518 -1.857
H 5.582 -5.077 -0.098
H 7.205 -3.546 0.903
H 6.501 -1.286 1.623
H 4.156 -0.611 1.447
H 1.670 -3.208 0.680
H 0.279 -1.751 -0.045
H 3.427 -1.699 -1.826
H 3.583 -0.490 -3.966
H 1.845 1.120 -4.620
H -0.034 1.637 -3.063
*
```

Results
- Gap between HOMO and LUMO: 7.9 eV
- E: -3721.8821 hartree
- HOMO energy: -0.3752 hartree

=====

# 3
The following is a quantum chemistry calculation of C5H11NO in the gas phase, from OMol25.

The geometry in ORCA input format:
```
! wB97M-V def2-TZVPD RIJCOSX def2/J DEFGRID3
* xyz 0 1
C 0.785 -2.171 1.357
C 0.885 -0.678 1.749
C -0.210 0.202 1.078
C -0.632 0.015 -0.454
N 0.519 -0.379 -1.246
C -1.109 1.356 -0.939
O -0.518 2.091 -1.691
H -0.159 -2.405 0.840
H 1.511 -2.290 0.554
H 0.928 -2.982 2.071
H 1.878 -0.419 1.360
H 0.892 -0.415 2.858
H -1.170 0.124 1.644
H 0.125 1.238 1.111
H -1.396 -0.801 -0.483
H 1.035 -1.219 -1.020
H 0.692 0.124 -2.094
H -2.054 1.639 -0.436
*
```

Results
- Gap between HOMO and LUMO: 9.8 eV
- SMILES: CCC[C@H](N)C=O
- Energy above the lowest of the compared OMol25 structures with the same formula, charge and spin: 179.2 kJ/mol
- E: -327.0631 hartree
- HOMO energy: -0.3231 hartree

=====

# 4
The following is a quantum chemistry calculation of C2H6FN3 in the gas phase, from OMol25.

The geometry in ORCA input format:
```
! wB97M-V def2-TZVPD RIJCOSX def2/J DEFGRID3
* xyz 0 1
H -0.076 2.204 0.193
N -0.677 1.411 -0.014
C 0.031 0.368 -0.005
C 1.579 0.285 -0.072
F 1.947 -1.083 0.065
N -0.522 -0.859 -0.196
N -1.914 -1.008 -0.029
H 2.064 0.956 0.670
H 1.965 0.595 -1.048
H -0.016 -1.743 -0.103
H -2.266 -0.151 -0.436
H -2.116 -0.975 0.975
*
```

Results
- Gap between HOMO and LUMO: 10.0 eV
- SMILES: [H]/N=C(\CF)NN
- Energy above the lowest of the compared OMol25 structures with the same formula, charge and spin: 24.2 kJ/mol
- E: -343.8940 hartree
- HOMO energy: -0.3320 hartree

=====

# 5
The following is a quantum chemistry calculation of a molecular structure, C25H35BrCl2GaN2OSSi3, from OMol25.

The geometry in ORCA input format:
```
! wB97M-V def2-TZVPD RIJCOSX def2/J DEFGRID3
* xyz -1 1
Ga 0.037 -0.040 0.301
Cl 0.043 -0.081 2.868
C 1.701 -0.022 3.380
C 1.974 -0.033 4.737
C 3.288 0.014 5.173
C 4.309 0.070 4.239
C 4.016 0.080 2.886
Cl 5.354 0.151 1.780
C 2.701 0.036 2.394
S 2.391 0.043 0.674
H 1.158 -0.078 5.445
H 3.515 0.006 6.231
H 5.342 0.106 4.557
C -1.390 -1.257 -4.584
Si -1.002 -1.506 -2.749
C -0.079 -3.358 -2.592
C -2.768 -1.599 -1.961
C 0.018 -0.078 -2.097
Si 1.799 -0.268 -2.724
C 1.949 -0.484 -4.606
C 2.807 -1.741 -2.079
C 2.758 1.332 -2.384
Si -0.764 1.553 -2.443
C -2.634 1.661 -2.402
C -0.227 2.305 -4.095
C -0.299 2.710 -0.979
C -0.426 4.095 -1.092
C -0.156 4.912 -0.007
C 0.227 4.320 1.184
C 0.316 2.941 1.238
N 0.078 2.164 0.187
H -2.015 -2.074 -4.954
H -0.492 -1.218 -5.197
H -1.935 -0.319 -4.707
H -0.791 -4.130 -2.976
H 0.291 -3.629 -1.297
H 0.791 -3.353 -3.254
H -3.295 -2.440 -2.427
H -3.307 -0.685 -2.179
H -2.786 -1.730 -0.882
H 1.543 -1.448 -4.922
H 3.005 -0.465 -4.891
H 1.429 0.308 -5.145
H 2.385 -2.688 -2.400
H 2.906 -1.771 -1.001
H 3.810 -1.659 -2.510
H 2.264 2.181 -2.856
H 3.762 1.241 -2.813
H 2.873 1.567 -1.329
H -3.100 1.064 -3.187
H -2.934 2.703 -2.552
H -2.969 1.325 -1.418
H -0.564 1.653 -4.902
H 0.851 2.430 -4.173
H -0.685 3.290 -4.236
H -0.734 4.523 -2.039
H -0.246 5.989 -0.082
H 0.444 4.918 2.059
H 0.600 2.461 2.166
Br -2.171 -5.387 -2.520
C -0.677 -4.301 -0.903
C 0.103 -5.094 -0.034
C 0.862 -4.447 0.958
C 0.876 -3.078 1.092
N 0.168 -2.225 0.295
C -0.568 -2.749 -0.643
H 0.090 -6.171 -0.126
H 1.456 -5.036 1.646
H 1.480 -2.606 1.857
H -1.209 -2.093 -1.178
O -1.708 -0.063 0.459
*
```

Results
- Gap between HOMO and LUMO (alpha / beta): 5.0 / 5.4 eV
- Energy above the lowest of the compared OMol25 structures with the same formula, charge and spin: 868.2 kJ/mol
- E: -7844.0577 hartree
- HOMO energy (alpha / beta): -0.1407 / -0.1409 hartree

=====

# 6
The following is a quantum chemistry calculation of 2 unconnected molecules or ions with the total composition C8H8FN, from OMol25.

The geometry in ORCA input format:
```
! wB97M-V def2-TZVPD RIJCOSX def2/J DEFGRID3
* xyz 0 3
C 2.158 1.364 -0.257
C 1.067 2.198 -0.035
C 1.959 0.004 -0.455
C -0.204 1.679 0.002
C 0.694 -0.536 -0.412
C -0.429 0.292 -0.170
C -1.716 -0.221 -0.083
C -2.298 -1.542 0.056
N -3.081 1.282 -0.149
F -4.245 0.629 0.051
H 3.156 1.776 -0.277
H 1.217 3.257 0.117
H 2.805 -0.640 -0.646
H -1.068 2.298 0.173
H 0.554 -1.593 -0.584
H -1.706 -2.299 -0.462
H -2.333 -1.801 1.121
H -3.322 -1.563 -0.317
*
```

Results
- Gap between HOMO and LUMO (alpha / beta): 7.9 / 8.5 eV
- Energy above the lowest of the compared OMol25 structures with the same formula, charge and spin: 40.8 kJ/mol
- E: -464.0302 hartree
- HOMO energy (alpha / beta): -0.2644 / -0.3478 hartree

=====

# 7
The following is a quantum chemistry calculation of C16H23N3O6S in the gas phase, from OMol25.

The geometry in ORCA input format:
```
! wB97M-V def2-TZVPD RIJCOSX def2/J DEFGRID3
* xyz 0 1
C -3.640 3.630 -2.173
O -4.146 2.876 -1.102
C -3.180 2.634 -0.104
C -3.799 1.734 0.969
N -2.807 1.316 1.924
C -2.151 0.157 1.831
O -2.458 -0.802 1.139
C -0.911 0.109 2.727
O -0.553 1.040 3.418
N -0.310 -1.096 2.643
C 1.079 -1.300 2.944
C 1.899 -1.062 1.653
O 3.252 -1.412 1.761
C 3.955 -0.257 2.184
C 3.143 0.932 1.643
N 1.863 0.338 1.303
S 1.046 0.869 -0.059
O -0.310 1.136 0.329
O 1.808 1.954 -0.602
C 1.027 -0.503 -1.198
C 2.151 -0.757 -1.962
C 2.139 -1.820 -2.846
C 1.011 -2.627 -2.971
C 1.001 -3.761 -3.947
C -0.109 -2.348 -2.193
C -0.107 -1.287 -1.304
H -4.454 3.740 -2.887
H -2.794 3.121 -2.652
H -3.307 4.621 -1.841
H -2.295 2.133 -0.523
H -2.849 3.585 0.343
H -4.609 2.261 1.480
H -4.199 0.837 0.491
H -2.327 2.026 2.464
H -0.746 -1.712 1.962
H 1.363 -0.573 3.708
H 1.250 -2.316 3.305
H 1.460 -1.675 0.853
H 4.010 -0.229 3.279
H 4.962 -0.317 1.771
H 3.581 1.383 0.749
H 3.002 1.710 2.396
H 3.011 -0.113 -1.862
H 3.011 -2.027 -3.449
H 1.961 -4.273 -3.955
H 0.819 -3.380 -4.952
H 0.218 -4.476 -3.708
H -0.991 -2.964 -2.283
H -0.970 -1.055 -0.698
*
```

Results
- Gap between HOMO and LUMO: 9.9 eV
- SMILES: COCCNC(=O)C(=O)NC[C@@H]1OCCN1S(=O)(=O)c1ccc(C)cc1
- Energy above the lowest of the compared OMol25 structures with the same formula, charge and spin: 72.7 kJ/mol
- E: -1637.3921 hartree
- HOMO energy: -0.3447 hartree

=====

# 8
The following is a quantum chemistry calculation of C18H12N4O5S in the gas phase, from OMol25.

The geometry in ORCA input format:
```
! wB97M-V def2-TZVPD RIJCOSX def2/J DEFGRID3
* xyz 0 1
C 0.487 1.486 -8.629
C 0.207 0.155 -7.933
C -0.207 0.363 -6.523
N -1.110 1.196 -6.147
N -1.329 1.225 -4.845
C -0.588 0.404 -4.187
N -0.618 0.238 -2.820
C -1.474 0.939 -1.932
O -2.283 1.759 -2.241
C -1.121 0.415 -0.594
C -1.638 0.727 0.649
C -1.115 0.078 1.758
C -0.091 -0.861 1.624
O 0.405 -1.569 2.677
C 0.511 -1.033 3.925
C 0.454 -1.930 4.993
C 0.619 -1.477 6.283
C 0.844 -0.123 6.508
N 1.010 0.356 7.856
O 1.179 1.546 8.012
O 0.970 -0.461 8.751
C 0.920 0.774 5.449
C 0.756 0.321 4.157
C 0.420 -1.191 0.362
C -0.109 -0.539 -0.728
C 0.225 -0.664 -2.163
O 1.033 -1.367 -2.708
S 0.511 -0.530 -5.189
H 0.740 1.315 -9.672
H 1.316 1.999 -8.149
H -0.391 2.122 -8.574
H 1.091 -0.485 -7.957
H -0.602 -0.362 -8.458
H -2.431 1.450 0.750
H -1.516 0.287 2.739
H 0.282 -2.974 4.785
H 0.573 -2.151 7.125
H 1.115 1.816 5.654
H 0.836 1.008 3.328
H 1.198 -1.930 0.265
*
```

Results
- Gap between HOMO and LUMO: 8.2 eV
- SMILES: CCc1nnc(N2C(=O)c3ccc(Oc4ccc([N+](=O)[O-])cc4)cc3C2=O)s1
- Energy above the lowest of the compared OMol25 structures with the same formula, charge and spin: 0.0 kJ/mol
- E: -1686.4702 hartree
- HOMO energy: -0.3390 hartree

=====

# 9
The following is a quantum chemistry calculation of 2 unconnected molecules or ions with the total composition C2H8N2O2, from OMol25.

The geometry in ORCA input format:
```
! wB97M-V def2-TZVPD RIJCOSX def2/J DEFGRID3
* xyz 1 2
C -2.017 0.873 -0.187
N -0.663 0.251 -0.379
C 0.421 0.777 0.218
N 1.672 0.613 -0.323
O 0.306 1.419 1.296
H -2.146 1.094 0.884
H -2.781 0.234 -0.566
H -2.002 1.843 -0.696
H -0.476 -0.066 -1.316
H 1.941 -0.377 -0.422
H 2.329 1.030 0.336
H 0.344 -2.498 0.378
H 1.844 -2.461 0.734
O 1.228 -2.732 0.045
*
```

Results
- Gap between HOMO and LUMO (alpha / beta): 11.7 / 6.4 eV
- Energy above the lowest of the compared OMol25 structures with the same formula, charge and spin: 64.1 kJ/mol
- E: -340.6642 hartree
- HOMO energy (alpha / beta): -0.5802 / -0.5801 hartree

=====

# 10
The following is a quantum chemistry calculation of a molecular structure, C22H4B5Br2O44V2, from OMol25.

The geometry in ORCA input format:
```
! wB97M-V def2-TZVPD RIJCOSX def2/J DEFGRID3
* xyz -3 1
O 4.447 -4.780 0.660
V 3.523 -3.571 1.076
O 3.852 -2.994 2.553
O -3.933 4.467 3.381
V -4.419 3.841 1.940
O -4.936 5.023 1.090
O -1.249 0.706 -5.137
C -2.307 1.130 -4.774
O -2.693 1.153 -3.491
B -4.144 1.526 -3.455
O -4.521 1.713 -4.875
C -3.499 1.435 -5.651
O -3.454 1.537 -6.853
O -4.973 0.472 -2.865
C -5.381 0.859 -1.678
O -5.937 0.144 -0.886
C -4.878 2.269 -1.467
O -4.282 2.683 -2.555
O -5.021 2.983 -0.490
O 7.024 3.894 -1.498
C 6.901 2.695 -1.548
O 5.817 1.960 -1.511
B 6.145 0.570 -1.827
O 7.613 0.635 -2.158
C 8.116 1.804 -1.783
O 9.278 2.102 -1.900
O 5.471 -0.069 -2.938
C 4.689 -1.020 -2.464
O 3.863 -1.574 -3.146
C 4.972 -1.150 -0.940
O 5.912 -0.302 -0.652
O 4.504 -1.943 -0.140
O -4.321 -5.139 3.173
C -3.323 -5.760 2.948
O -2.086 -5.624 3.441
B -1.153 -6.416 2.605
O -2.033 -7.360 1.880
C -3.251 -6.916 1.875
O -4.224 -7.296 1.271
O -0.226 -7.110 3.484
C 1.001 -6.725 3.300
O 1.966 -7.213 3.829
C 0.966 -5.571 2.287
O -0.283 -5.407 1.905
O 1.962 -5.039 1.825
O 0.969 -1.030 -2.195
C 0.457 -0.893 -1.139
O -0.718 -0.219 -0.914
B -1.140 -0.404 0.438
O 0.023 -1.013 1.161
C 0.916 -1.411 0.235
O 1.891 -2.050 0.521
O -1.692 0.867 1.083
C -2.911 0.730 1.462
O -3.651 1.580 1.950
C -3.303 -0.707 1.145
O -2.256 -1.338 0.692
O -4.328 -1.288 1.415
O 1.764 3.147 -4.463
C 1.465 3.337 -3.312
O 0.459 4.033 -2.847
B 0.381 3.846 -1.356
O 1.632 3.206 -1.066
C 2.190 2.702 -2.093
O 3.098 1.905 -2.146
O -0.832 3.298 -0.733
C -1.377 4.195 0.045
O -2.386 4.078 0.710
C -0.493 5.449 0.105
O 0.530 5.184 -0.716
O -0.551 6.377 0.848
Br -0.271 1.323 6.470
C -0.531 0.674 4.610
C 0.187 1.500 3.578
Br -0.639 3.225 3.414
H -1.568 0.744 4.274
H -0.365 -0.399 4.517
H 0.332 1.002 2.622
H 1.222 1.726 3.844
*
```

Results
- Gap between HOMO and LUMO: 6.2 eV
- E: -11312.9663 hartree
- HOMO energy: -0.1405 hartree

=====

# 11
The following is a quantum chemistry calculation of a molecular structure, C18H16AsN2O6RuS, from OMol25.

The geometry in ORCA input format:
```
! wB97M-V def2-TZVPD RIJCOSX def2/J DEFGRID3
* xyz 1 5
Ru -0.485 1.509 0.397
O -1.300 -0.467 -0.716
As -2.773 -0.531 0.360
O -4.122 -0.640 -0.498
O -2.378 0.991 1.068
C -2.457 -2.061 1.477
C -3.028 -3.189 0.864
C -2.955 -4.446 1.430
C -2.319 -4.612 2.651
C -1.765 -3.519 3.294
C -1.837 -2.271 2.706
S -1.072 0.212 3.003
O -0.734 1.021 4.130
O -1.247 -1.278 3.520
O -0.029 0.126 1.924
H -1.589 -0.457 -1.641
H -3.558 -3.061 -0.072
H -3.407 -5.287 0.924
H -2.262 -5.588 3.114
H -1.278 -3.613 4.254
C 2.577 1.428 0.390
N 1.341 2.086 -0.070
C 1.421 3.085 -0.934
C 0.210 3.617 -1.368
C -0.229 4.637 -2.220
C -1.624 4.611 -2.186
C -2.001 3.596 -1.309
N -0.900 2.988 -0.815
C 2.957 0.319 -0.559
C 2.212 -0.856 -0.586
C 2.517 -1.855 -1.497
C 3.574 -1.690 -2.382
C 4.327 -0.527 -2.351
C 4.018 0.476 -1.442
H 2.397 1.049 1.396
H 3.369 2.177 0.455
H 2.389 3.447 -1.264
H 0.395 5.305 -2.791
H -2.296 5.255 -2.725
H -2.988 3.274 -1.012
H 1.401 -1.002 0.119
H 1.939 -2.769 -1.509
H 3.815 -2.473 -3.088
H 5.160 -0.400 -3.030
H 4.614 1.381 -1.412
*
```

Results
- Gap between HOMO and LUMO (alpha / beta): 8.3 / 6.0 eV
- E: -3984.9815 hartree
- HOMO energy (alpha / beta): -0.4399 / -0.4419 hartree

=====

no.,maximum force (eV/A)
1,5.8
2,3.3
3,2.8
4,2.6
5,4.6
6,3.6
7,1.1
8,1.8
9,2.8
10,4.2
11,0.4